[1]
This record from OMol25 describes a molecular structure, C37H26ClF3HoN3O10SSe. The level of theory is the ωB97M-V functional and the def2-TZVPD basis.

CARTESIAN COORDINATES (ANGSTROEM)
Ho -0.718 0.420 -0.672
O -2.041 -2.837 1.943
C -1.396 -2.120 1.160
O -1.786 -1.597 0.082
C 0.136 -2.028 1.490
C 0.763 -2.955 2.272
C 2.158 -2.849 2.445
C 2.799 -1.735 1.857
C 2.009 -0.862 1.079
N 0.744 -1.028 0.871
H 0.162 -3.734 2.739
H 2.667 -3.580 3.117
H 3.822 -1.441 2.006
H 2.366 -0.003 0.540
O 3.567 4.314 -3.456
C 2.702 3.663 -2.913
C 2.725 3.211 -1.447
O 3.557 3.471 -0.608
C 1.509 2.403 -1.289
C 0.736 2.402 -2.479
O -0.409 1.842 -2.543
C 1.454 3.147 -3.497
O 1.131 3.284 -4.693
O 1.290 1.668 -0.276
Se -3.012 2.675 -2.623
N -3.038 1.332 -1.290
C -4.102 1.510 -0.612
C -4.453 0.633 0.463
C -5.637 0.803 1.056
C -6.541 1.912 0.735
C -6.281 2.716 -0.347
C -5.027 2.532 -1.015
N -4.724 3.160 -2.203
H -3.759 -0.162 0.657
H -5.970 0.088 1.802
H -7.402 2.080 1.336
H -6.911 3.525 -0.636
C -1.517 4.168 5.468
C -0.983 2.745 5.387
C -0.100 2.169 6.301
C 0.318 0.848 6.148
Cl 1.418 0.180 7.420
C -0.211 -0.013 5.219
C -1.184 0.465 4.320
C -1.572 1.844 4.446
O -2.572 2.193 3.616
C -2.151 3.029 2.536
C -1.587 2.215 1.360
O -1.307 0.997 1.538
O -1.439 2.755 0.237
H -1.558 4.617 6.483
H -2.553 4.272 5.086
H -0.902 4.943 4.968
H 0.255 2.831 7.075
H 0.074 -1.061 5.160
H -1.603 -0.125 3.521
H -1.255 3.652 2.800
H -2.938 3.667 2.249
F 6.181 -6.191 -4.280
C 6.509 -4.913 -3.871
F 7.382 -5.175 -2.875
F 7.145 -4.307 -4.818
C 5.284 -4.204 -3.417
C 5.430 -2.986 -2.784
C 4.353 -2.206 -2.368
C 3.037 -2.736 -2.464
C 2.906 -3.979 -3.054
C 3.981 -4.757 -3.523
C 1.833 -2.001 -2.223
C 0.911 -1.234 -1.932
H 6.445 -2.621 -2.663
H 4.576 -1.261 -1.944
H 1.914 -4.318 -3.114
H 3.900 -5.721 -4.019
C -2.103 -2.407 -3.500
S -1.904 -0.639 -3.635
C -0.521 -0.555 -4.710
H -1.101 -2.869 -3.676
H -2.748 -2.844 -4.276
H -2.369 -2.707 -2.469
H -0.812 -0.902 -5.747
H 0.257 -1.215 -4.361
H -0.207 0.493 -4.662

Net charge   -2
HOMO-LUMO gap (alpha / beta)   5.3836 / 5.3859 eV
Energy relative to the best compared isomer or geometry (same formula, charge and spin)   55.7 kcal per mole
2S+1   5
E_HOMO (alpha / beta)   -2.27 / -2.27 eV

***

[2]
This record from OMol25 describes a gas-phase ion, C37H27Cl3OP (charge +1). The level of theory is the ωB97M-V functional and the def2-TZVPD basis.

CARTESIAN COORDINATES (ANGSTROEM)
Cl -3.948 -3.454 3.798
C -2.575 -2.923 2.917
C -2.756 -2.192 1.736
C -1.648 -1.628 1.098
C -0.345 -1.839 1.571
P 1.016 -0.937 0.710
C 0.970 0.692 1.548
C 1.872 1.674 1.118
C 1.978 2.902 1.772
C 1.214 3.133 2.922
Cl 1.474 4.565 3.831
C 0.269 2.190 3.343
C 0.145 0.975 2.655
C 2.483 -1.705 1.555
C 2.940 -2.950 1.091
C 3.966 -3.644 1.744
C 4.507 -3.126 2.927
Cl 5.636 -4.060 3.824
C 4.104 -1.869 3.388
C 3.103 -1.163 2.701
C -0.175 -2.663 2.708
C -1.284 -3.196 3.382
H -3.749 -2.054 1.321
H -1.784 -1.030 0.199
H 2.472 1.483 0.233
H 2.653 3.661 1.394
H -0.351 2.416 4.204
H -0.615 0.272 2.990
H 2.497 -3.372 0.190
H 4.333 -4.584 1.342
H 4.575 -1.463 4.279
H 2.837 -0.175 3.076
H 0.815 -2.921 3.082
H -1.168 -3.822 4.262
C -5.718 3.144 -0.774
C -4.733 3.704 -1.594
C -4.237 2.980 -2.676
C -4.724 1.689 -2.885
O -4.062 0.837 -3.788
C -2.770 0.407 -3.471
C -2.587 -0.851 -2.877
C -1.414 -1.073 -2.178
C -0.326 -0.160 -2.219
C 0.875 -0.541 -1.429
C 2.203 0.039 -1.735
C 3.283 -0.869 -1.724
C 4.550 -0.496 -2.135
C 4.774 0.797 -2.603
C 3.753 1.744 -2.516
C 2.484 1.394 -2.026
C -0.465 0.951 -3.087
C -1.697 1.281 -3.652
C -5.778 1.149 -2.137
C -6.247 1.879 -1.049
H -6.107 3.723 0.065
H -4.357 4.711 -1.420
H -3.459 3.372 -3.332
H -3.403 -1.579 -2.917
H -1.349 -1.989 -1.572
H 0.920 -1.679 -1.414
H 3.081 -1.905 -1.455
H 5.341 -1.244 -2.156
H 5.749 1.059 -3.041
H 3.919 2.755 -2.891
H 1.712 2.161 -1.867
H 0.384 1.609 -3.289
H -1.857 2.192 -4.235
H -6.150 0.157 -2.387
H -7.051 1.457 -0.443

Net charge   +1
HOMO-LUMO gap   7.1059 eV
E_HOMO   -11.11 eV

***

[3]
This record from OMol25 describes a molecular structure, C37H28N4OP2S3Se2Ta. The level of theory is the ωB97M-V functional and the def2-TZVPD basis.

CARTESIAN COORDINATES (ANGSTROEM)
Ta -1.529 0.371 -0.830
S -1.896 2.004 1.065
P 0.001 1.436 1.534
C 0.134 0.106 0.495
P 1.395 -0.413 -0.508
S 0.566 -0.032 -2.316
C 3.007 0.346 -0.274
C 3.768 -0.061 0.823
C 5.008 0.509 1.053
C 5.493 1.482 0.187
C 4.735 1.892 -0.900
C 3.489 1.325 -1.133
C 1.680 -2.181 -0.336
C 0.788 -2.957 0.399
C 0.975 -4.331 0.481
C 2.044 -4.926 -0.172
C 2.934 -4.151 -0.907
C 2.756 -2.781 -0.988
C 0.196 1.066 3.280
C 0.591 -0.211 3.661
C 0.756 -0.514 5.006
C 0.514 0.458 5.966
C 0.109 1.734 5.587
C -0.048 2.040 4.246
C 1.147 2.785 1.182
C 2.293 2.984 1.947
C 3.185 3.991 1.608
C 2.936 4.802 0.511
C 1.796 4.603 -0.259
C 0.906 3.597 0.074
H 3.399 -0.832 1.491
H 5.600 0.190 1.900
H 6.466 1.922 0.361
H 5.112 2.652 -1.570
H 2.893 1.647 -1.978
H -0.041 -2.474 0.904
H 0.291 -4.937 1.060
H 2.189 -5.996 -0.106
H 3.769 -4.617 -1.414
H 3.455 -2.180 -1.557
H 0.764 -0.966 2.902
H 1.070 -1.506 5.304
H 0.639 0.224 7.015
H -0.082 2.488 6.337
H -0.360 3.037 3.955
H 2.497 2.359 2.807
H 4.073 4.143 2.207
H 3.629 5.593 0.256
H 1.596 5.237 -1.112
H 0.012 3.453 -0.521
O -2.309 -1.187 0.290
N -3.591 -1.300 0.698
C -3.839 -2.280 1.598
C -5.105 -2.477 2.060
C -6.127 -1.641 1.586
C -5.843 -0.653 0.682
C -4.530 -0.463 0.213
S -4.068 0.742 -0.902
H -2.966 -2.844 1.889
H -5.292 -3.260 2.778
H -7.140 -1.772 1.940
H -6.608 0.011 0.309
Se -2.743 4.267 -3.516
C -2.134 2.915 -2.637
N -1.713 1.984 -2.031
Se -2.625 -2.829 -1.965
N -2.127 -1.144 -2.455
C -2.281 -1.049 -3.768
C -1.943 0.071 -4.598
C -2.188 -0.008 -5.924
C -2.763 -1.174 -6.544
C -3.064 -2.267 -5.816
C -2.819 -2.240 -4.401
N -3.046 -3.263 -3.616
H -1.492 0.948 -4.170
H -1.936 0.834 -6.556
H -2.934 -1.163 -7.611
H -3.475 -3.166 -6.252

Net charge   +1
HOMO-LUMO gap   6.9372 eV
Energy relative to the best compared isomer or geometry (same formula, charge and spin)   2.6 kcal per mole
E_HOMO   -10.65 eV

***

[4]
This record from OMol25 describes 4 unconnected molecules or ions with the total composition C37H28O14. The level of theory is the ωB97M-V functional and the def2-TZVPD basis.

CARTESIAN COORDINATES (ANGSTROEM)
O -3.061 -3.904 -0.573
C -3.082 -2.788 -0.089
C -4.260 -2.326 0.667
C -4.323 -1.079 1.126
C -3.239 -0.081 0.935
O -3.376 1.018 1.441
C -2.045 -0.488 0.147
C -1.006 0.413 -0.156
C -1.063 1.861 0.257
C -0.004 2.794 -0.322
C 1.403 2.793 0.315
C 1.489 2.477 1.785
C 1.232 1.193 2.269
C 1.363 0.898 3.617
C 1.743 1.891 4.515
C 1.989 3.176 4.050
C 1.862 3.460 2.696
C 0.100 -0.083 -0.853
C 0.199 -1.419 -1.228
C -0.827 -2.301 -0.929
C -1.958 -1.829 -0.275
H -5.056 -3.047 0.802
H -5.183 -0.720 1.676
H -1.067 1.915 1.345
H -2.043 2.230 -0.046
H -0.393 3.807 -0.254
H 0.099 2.571 -1.387
H 1.825 3.790 0.181
H 2.067 2.115 -0.223
H 0.939 0.408 1.584
H 1.162 -0.105 3.969
H 1.841 1.663 5.568
H 2.282 3.950 4.746
H 2.062 4.467 2.349
H 0.926 0.572 -1.085
H 1.084 -1.766 -1.745
H -0.773 -3.346 -1.192
C -0.645 -4.632 -5.047
C -1.353 -4.937 -3.948
C -1.374 -6.334 -3.366
O -2.044 -6.502 -2.368
C -0.604 -7.372 -4.026
C 0.101 -7.063 -5.122
C 0.127 -5.667 -5.698
O 0.813 -5.502 -6.691
O 0.836 -7.929 -5.803
O -2.077 -4.054 -3.283
H -0.626 -3.637 -5.469
H -0.627 -8.368 -3.608
H 1.233 -7.425 -6.540
H -2.465 -4.508 -2.502
C -4.319 6.545 2.126
C -3.619 5.400 2.123
C -2.114 5.380 1.978
O -1.584 4.286 2.011
C -1.409 6.633 1.805
C -2.112 7.774 1.804
C -3.614 7.799 1.975
O -4.140 8.897 1.967
O -1.577 8.976 1.661
O -4.165 4.203 2.238
H -5.394 6.571 2.231
H -0.334 6.607 1.692
H -2.322 9.609 1.709
H -3.442 3.544 2.186
C 6.143 -2.153 -0.236
C 5.348 -1.075 -0.186
C 3.863 -1.179 0.070
O 3.238 -0.134 0.090
C 3.277 -2.486 0.270
C 4.071 -3.565 0.221
C 5.559 -3.462 -0.033
O 6.179 -4.509 -0.048
O 3.647 -4.806 0.386
O 5.773 0.168 -0.351
H 7.206 -2.087 -0.419
H 2.213 -2.550 0.454
H 4.437 -5.377 0.306
H 4.989 0.742 -0.241

Net charge   0
HOMO-LUMO gap   7.3414 eV
E_HOMO   -8.98 eV

***

[5]
This record from OMol25 describes a molecular structure, C37H29BrClN8NiO3. The level of theory is the ωB97M-V functional and the def2-TZVPD basis.

CARTESIAN COORDINATES (ANGSTROEM)
Ni 0.246 1.539 0.228
C -5.124 4.454 3.812
C -4.092 3.523 3.247
C -3.588 2.449 3.975
C -2.615 1.636 3.449
C -2.090 1.809 2.148
N -1.093 0.987 1.717
C -1.172 -0.349 1.951
C -2.435 -0.980 2.059
C -2.582 -2.314 2.346
C -1.470 -3.137 2.502
C -1.603 -4.593 2.839
C -0.222 -2.568 2.325
C -0.045 -1.212 2.074
N 1.265 -0.719 1.982
C 2.414 -1.348 2.325
C 3.443 -0.449 2.167
C 2.829 0.720 1.717
N 1.525 0.532 1.601
C -2.633 2.888 1.408
C -3.587 3.725 1.974
N -2.253 3.173 0.083
C -3.047 3.707 -0.869
C -2.260 3.950 -1.973
C -0.983 3.524 -1.602
N -1.006 3.058 -0.365
H -5.622 4.006 4.669
H -5.873 4.698 3.059
H -4.661 5.387 4.136
H -3.956 2.258 4.974
H -2.221 0.820 4.038
H -3.313 -0.368 1.910
H -3.575 -2.732 2.441
H -2.579 -4.799 3.272
H -0.834 -4.889 3.551
H -1.489 -5.214 1.951
H 0.641 -3.214 2.391
H 2.458 -2.359 2.674
H 4.486 -0.626 2.329
H 3.263 1.678 1.510
H -3.948 4.568 1.401
H -4.099 3.848 -0.725
H -2.565 4.368 -2.910
H -0.060 3.552 -2.151
Br 3.799 -6.292 -0.260
C 3.095 -5.309 -1.736
C 1.807 -4.805 -1.660
C 1.303 -4.092 -2.720
C 2.064 -3.887 -3.887
C 3.362 -4.422 -3.936
C 3.875 -5.122 -2.866
N 1.493 -3.410 -5.036
N 0.597 -2.537 -5.124
C 0.297 -1.607 -4.187
C -1.054 -1.210 -4.155
C -1.583 -0.492 -3.119
C -0.769 -0.045 -2.046
O -1.226 0.484 -1.002
C 0.667 -0.195 -2.221
N 1.430 0.500 -1.359
C 2.736 0.456 -1.495
C 3.366 -0.275 -2.507
C 2.601 -0.997 -3.391
C 1.203 -0.990 -3.258
H 1.205 -4.963 -0.777
H 0.293 -3.711 -2.672
H 3.955 -4.276 -4.827
H 4.874 -5.532 -2.910
H -1.697 -1.600 -4.931
H -2.641 -0.275 -3.079
H 3.317 1.037 -0.793
H 4.442 -0.245 -2.597
H 3.068 -1.533 -4.205
Cl 4.741 3.903 0.684
C 3.233 4.797 0.446
C 2.211 3.855 -0.291
O 2.131 3.954 -1.506
O 1.609 3.105 0.507
H 3.468 5.674 -0.155
H 2.857 5.069 1.431

Net charge   -1
HOMO-LUMO gap (alpha / beta)   6.3630 / 6.3154 eV
Energy relative to the best compared isomer or geometry (same formula, charge and spin)   0.0 kcal per mole
2S+1   3
E_HOMO (alpha / beta)   -4.20 / -4.14 eV

***

[6]
This record from OMol25 describes a molecular structure, C37H29BrN8O2RuS. The level of theory is the ωB97M-V functional and the def2-TZVPD basis.

CARTESIAN COORDINATES (ANGSTROEM)
Ru 1.408 -0.983 -0.808
C 2.443 1.522 -2.437
O 1.434 1.293 -1.435
C 0.581 2.374 -1.180
C 0.853 3.673 -1.561
C -0.083 4.664 -1.283
Br 0.307 6.453 -1.753
C -1.302 4.345 -0.719
C -1.586 3.024 -0.358
C -0.591 2.059 -0.496
O -0.674 0.786 -0.011
C -2.961 2.693 0.016
N -3.821 3.565 0.466
C -5.031 2.925 0.500
C -6.294 3.406 0.863
C -7.374 2.573 0.672
C -7.224 1.278 0.152
C -5.983 0.771 -0.190
C -4.892 1.602 0.019
N -3.547 1.479 -0.257
H 1.992 1.925 -3.343
H 2.894 0.553 -2.660
H 3.207 2.214 -2.082
H 1.773 3.947 -2.057
H -2.064 5.094 -0.556
H -1.259 0.688 0.795
H -6.397 4.397 1.281
H -8.369 2.920 0.917
H -8.099 0.660 0.006
H -5.887 -0.209 -0.641
H -3.099 0.689 -0.682
N 5.494 -1.807 -0.272
C 6.298 -0.699 -0.091
C 7.678 -0.795 -0.271
C 8.475 0.306 -0.048
C 7.911 1.527 0.363
C 6.550 1.641 0.540
C 5.736 0.534 0.296
S 4.029 0.659 0.532
N 3.407 -0.740 -0.103
C 4.150 -1.837 -0.284
C 3.452 -3.094 -0.512
C 4.079 -4.337 -0.422
C 3.341 -5.494 -0.572
C 1.982 -5.386 -0.830
C 1.420 -4.126 -0.913
N 2.116 -2.995 -0.759
H 5.977 -2.672 -0.476
H 8.110 -1.736 -0.592
H 9.544 0.231 -0.189
H 8.547 2.385 0.536
H 6.109 2.575 0.866
H 5.134 -4.405 -0.190
H 3.806 -6.466 -0.472
H 1.367 -6.266 -0.958
H 0.362 -4.030 -1.114
C -2.400 -2.364 -2.430
C -1.101 -1.883 -2.414
N -0.462 -1.657 -1.262
C -1.082 -1.901 -0.094
C -2.389 -2.346 -0.013
C -3.043 -2.603 -1.228
C -3.041 -2.657 1.264
C -3.148 -1.948 2.390
C -2.781 -0.575 2.769
C -3.066 -0.211 4.086
C -2.826 1.100 4.468
N -2.351 1.983 3.604
C -2.087 1.564 2.383
N -2.259 0.324 1.917
H -2.891 -2.555 -3.374
H -0.561 -1.668 -3.327
H -0.503 -1.720 0.811
H -4.055 -2.988 -1.214
H -3.518 -3.633 1.269
H -3.673 -2.453 3.192
H -3.475 -0.927 4.784
H -3.026 1.454 5.472
H -1.696 2.311 1.701

Net charge   +3
HOMO-LUMO gap (alpha / beta)   3.5620 / 2.0709 eV
Energy relative to the best compared isomer or geometry (same formula, charge and spin)   45.2 kcal per mole
2S+1   6
E_HOMO (alpha / beta)   -13.67 / -13.67 eV